1.
Computed, not measured: a structure of composition C58H75AlGe2N5P, with ωB97M-V/def2-TZVPD.

Structure (ORCA input):
```
! wB97M-V def2-TZVPD RIJCOSX def2/J DEFGRID3
* xyz 3 2
Al 0.22 -0.09 0.44
N 3.64 2.11 -0.38
C 2.92 1.03 -0.22
N 1.63 0.98 -0.48
C 1.03 2.06 -1.14
N -0.10 1.96 -1.73
N -0.65 0.68 -2.24
C -0.79 -0.58 -1.26
C 0.01 -1.85 -1.30
C -0.52 -3.10 -1.57
C 0.27 -4.22 -1.33
C 1.56 -4.06 -0.84
C 1.97 -2.79 -0.47
N 1.16 -1.73 -0.62
C 1.71 3.35 -1.09
C 1.13 4.56 -1.50
C 1.86 5.72 -1.48
C 3.20 5.70 -1.08
C 3.81 4.51 -0.72
C 3.05 3.35 -0.72
H 4.63 2.07 -0.24
H 3.40 0.12 0.13
H -1.83 -0.84 -1.36
H -1.51 -3.21 -1.98
H -0.12 -5.21 -1.53
H 2.23 -4.90 -0.71
H 2.94 -2.62 -0.01
H 0.10 4.55 -1.84
H 1.41 6.65 -1.80
H 3.78 6.61 -1.07
H 4.86 4.48 -0.45
C 4.99 -0.33 -4.51
C 3.85 -1.19 -5.08
C 4.01 -1.36 -6.59
C 2.49 -0.63 -4.74
C 2.22 0.74 -4.70
C 1.04 1.25 -4.15
C 0.70 2.71 -4.45
C -0.04 2.73 -5.80
C 1.93 3.62 -4.59
C 0.15 0.32 -3.56
C 0.20 -1.03 -4.00
C 1.41 -1.47 -4.52
C -1.03 -1.93 -4.21
C -0.69 -3.42 -4.34
C -1.66 -1.55 -5.57
C -2.09 1.17 -2.32
C -2.67 1.34 -3.54
C -3.98 1.79 -3.63
C -4.68 2.09 -2.48
C -4.06 1.95 -1.24
C -2.75 1.48 -1.11
P -2.12 1.21 0.61
C -3.29 -0.09 1.35
C -2.44 -0.83 2.39
C -4.53 0.49 2.04
C -3.76 -1.11 0.31
C -2.26 2.84 1.54
C -1.84 2.56 2.99
C -3.58 3.62 1.50
C -1.19 3.73 0.90
H 5.93 -0.88 -4.54
H 4.79 -0.04 -3.48
H 5.13 0.58 -5.11
H 3.91 -2.17 -4.61
H 3.94 -0.40 -7.10
H 3.24 -2.02 -7.00
H 4.98 -1.80 -6.83
H 2.93 1.43 -5.13
H 0.04 3.11 -3.69
H 0.60 2.33 -6.59
H -0.30 3.76 -6.07
H -0.96 2.15 -5.79
H 2.46 3.42 -5.53
H 2.64 3.52 -3.77
H 1.61 4.67 -4.63
H 1.50 -2.52 -4.80
H -1.77 -1.77 -3.42
H -0.30 -3.63 -5.33
H -1.61 -4.01 -4.23
H 0.03 -3.78 -3.61
H -0.90 -1.58 -6.36
H -2.12 -0.57 -5.59
H -2.44 -2.27 -5.83
H -2.09 1.14 -4.42
H -4.45 1.89 -4.61
H -5.71 2.43 -2.53
H -4.63 2.20 -0.35
H -2.10 -0.18 3.20
H -1.57 -1.28 1.92
H -3.01 -1.65 2.84
H -4.29 1.18 2.85
H -5.09 -0.34 2.47
H -5.20 0.99 1.33
H -2.94 -1.76 -0.03
H -4.24 -0.66 -0.56
H -4.50 -1.77 0.78
H -2.63 2.08 3.58
H -1.59 3.50 3.48
H -0.95 1.92 3.03
H -4.45 3.04 1.82
H -3.77 4.03 0.50
H -3.48 4.47 2.18
H -0.19 3.30 1.02
H -1.19 4.71 1.39
H -1.39 3.88 -0.16
C 0.99 1.97 5.15
Ge 2.54 1.09 4.40
C 3.59 -0.10 5.51
C 3.63 2.34 3.39
Ge 1.35 -0.71 2.69
C 3.05 -1.71 2.57
C 3.04 -3.09 2.81
C 4.19 -3.85 2.61
C 5.36 -3.25 2.17
C 5.40 -1.87 1.98
C 4.26 -1.11 2.19
C 0.28 -1.89 3.82
C 0.25 -1.83 5.21
C -0.37 -2.83 5.95
C -0.97 -3.90 5.30
C -0.96 -3.96 3.91
C -0.34 -2.96 3.18
H 1.36 2.57 6.00
H 0.23 1.28 5.51
H 0.56 2.65 4.41
H 3.75 0.43 6.46
H 4.55 -0.30 5.03
H 3.09 -1.04 5.71
H 3.94 3.11 4.11
H 3.07 2.83 2.59
H 4.53 1.87 3.00
H 2.14 -3.58 3.16
H 4.17 -4.92 2.80
H 6.25 -3.84 2.01
H 6.32 -1.39 1.68
H 4.32 -0.03 2.11
H 0.72 -1.00 5.74
H -0.38 -2.78 7.03
H -1.45 -4.68 5.88
H -1.43 -4.80 3.40
H -0.32 -3.04 2.09
*
```

Calculated values
lowest unoccupied orbital energy (spin up / spin down)	-7.56 / -10.23	eV
frontier orbital gap (spin up / spin down)	7.73 / 5.06	eV
E	-7265.60539	hartree

=====

2.
Computed, not measured: a cluster of 10 separate species, C58H98N4O10S in total at a distorted geometry, with ωB97M-V/def2-TZVPD.

Structure (ORCA input):
```
! wB97M-V def2-TZVPD RIJCOSX def2/J DEFGRID3
* xyz 0 1
O -1.79 5.97 -4.21
N -0.70 5.71 -3.73
O 0.11 6.53 -3.35
C -0.38 4.30 -3.51
C 0.95 3.92 -3.41
C 1.25 2.59 -3.20
C 0.22 1.67 -3.02
C -1.10 2.04 -3.21
C -1.40 3.37 -3.45
H 1.68 4.72 -3.35
H 2.28 2.26 -3.17
H 0.49 0.64 -2.81
H -1.85 1.28 -3.01
H -2.44 3.67 -3.57
O 3.47 -5.01 -2.40
N 2.97 -5.33 -1.33
O 3.54 -5.33 -0.26
C 1.54 -5.68 -1.35
C 0.91 -6.06 -0.18
C -0.44 -6.35 -0.15
C -1.15 -6.24 -1.34
C -0.53 -5.86 -2.51
C 0.85 -5.70 -2.56
H 1.46 -6.01 0.75
H -0.91 -6.51 0.81
H -2.22 -6.38 -1.32
H -1.10 -5.67 -3.41
H 1.28 -5.42 -3.51
O -0.79 8.16 3.29
N -0.54 7.88 2.13
O -0.59 8.65 1.20
C -0.22 6.48 1.83
C -0.20 5.56 2.85
C 0.21 4.26 2.61
C 0.52 3.88 1.30
C 0.44 4.82 0.28
C 0.05 6.12 0.52
H -0.45 5.85 3.86
H 0.25 3.51 3.38
H 0.81 2.87 1.07
H 0.78 4.50 -0.70
H 0.11 6.83 -0.29
O -0.85 -1.55 4.46
N -1.71 -2.01 5.18
O -1.89 -1.66 6.33
C -2.68 -2.95 4.63
C -3.61 -3.52 5.48
C -4.61 -4.32 4.96
C -4.64 -4.60 3.60
C -3.65 -4.09 2.77
C -2.63 -3.33 3.29
H -3.52 -3.33 6.54
H -5.36 -4.74 5.62
H -5.46 -5.20 3.22
H -3.69 -4.29 1.70
H -1.85 -2.91 2.67
O -2.31 -2.88 0.06
S -1.65 -1.86 -0.72
O -1.99 -1.70 -2.11
C -1.67 -0.27 0.11
C -0.27 -0.07 0.68
C 0.44 -1.40 0.84
C 0.10 -2.12 -0.44
H -2.49 -0.23 0.82
H -1.90 0.45 -0.68
H 0.29 0.54 -0.05
H -0.33 0.59 1.54
H -0.03 -1.93 1.68
H 1.49 -1.24 1.02
H 0.41 -3.15 -0.65
H 0.54 -1.51 -1.24
C -5.54 1.57 -8.68
C -4.06 1.31 -8.39
C -3.86 0.48 -7.13
C -4.31 1.10 -5.81
C -4.02 0.12 -4.69
C -4.42 0.65 -3.31
H -5.76 1.85 -9.71
H -5.97 2.32 -8.02
H -6.11 0.64 -8.53
H -3.61 0.81 -9.25
H -3.51 2.25 -8.29
H -2.77 0.32 -7.07
H -4.25 -0.54 -7.26
H -3.79 2.05 -5.70
H -5.39 1.22 -5.89
H -4.63 -0.77 -4.86
H -2.97 -0.17 -4.65
H -3.90 -0.01 -2.60
H -4.13 1.66 -3.04
H -5.46 0.43 -3.06
C 5.53 -3.65 7.20
C 4.41 -4.57 7.73
C 3.06 -4.32 7.12
C 3.01 -4.60 5.62
C 1.61 -4.42 5.04
C 1.55 -4.58 3.51
H 6.37 -3.56 7.89
H 5.13 -2.63 7.13
H 5.90 -3.87 6.20
H 4.76 -5.60 7.58
H 4.43 -4.44 8.81
H 2.74 -3.27 7.23
H 2.31 -4.89 7.68
H 3.68 -3.92 5.09
H 3.37 -5.62 5.39
H 0.90 -5.10 5.53
H 1.32 -3.38 5.25
H 0.65 -4.07 3.17
H 2.43 -4.15 3.03
H 1.45 -5.64 3.28
C -4.00 8.62 1.25
C -4.67 7.84 0.13
C -3.86 6.70 -0.45
C -4.13 5.33 0.21
C -3.26 4.24 -0.35
C -3.89 2.85 -0.34
H -4.70 9.05 1.96
H -3.30 9.37 0.90
H -3.41 7.89 1.81
H -5.72 7.56 0.31
H -4.90 8.51 -0.72
H -2.79 6.89 -0.32
H -4.03 6.62 -1.53
H -4.00 5.43 1.29
H -5.19 5.13 0.01
H -2.90 4.36 -1.38
H -2.31 4.21 0.19
H -3.19 2.06 -0.62
H -4.15 2.60 0.70
H -4.78 2.73 -0.96
C 2.72 -0.41 3.28
C 3.55 0.12 4.43
C 4.75 -0.76 4.73
C 5.91 -0.65 3.75
C 6.62 0.70 3.81
C 7.90 0.70 2.98
H 1.80 0.15 3.10
H 2.51 -1.48 3.39
H 3.27 -0.30 2.33
H 3.76 1.18 4.24
H 2.95 0.21 5.34
H 4.32 -1.75 4.88
H 5.17 -0.49 5.71
H 6.65 -1.43 3.97
H 5.54 -0.75 2.72
H 6.00 1.52 3.43
H 6.88 0.94 4.85
H 8.56 -0.13 3.23
H 7.65 0.59 1.92
H 8.44 1.65 3.05
C 4.27 -1.54 -1.95
C 2.95 -1.43 -2.69
C 3.04 -1.62 -4.21
C 1.68 -1.34 -4.84
C 1.63 -1.57 -6.35
C 0.23 -1.44 -6.92
H 4.80 -0.59 -1.84
H 4.97 -2.14 -2.55
H 4.16 -2.05 -0.99
H 2.23 -2.19 -2.38
H 2.45 -0.47 -2.46
H 3.36 -2.67 -4.36
H 3.89 -1.10 -4.66
H 0.87 -1.84 -4.31
H 1.60 -0.26 -4.62
H 2.31 -0.83 -6.79
H 2.12 -2.53 -6.56
H 0.24 -1.70 -7.98
H -0.45 -2.12 -6.38
H -0.10 -0.41 -6.85
*
```

Calculated values
lowest unoccupied orbital energy	-0.76	eV
frontier orbital gap	9.44	eV
E	-3638.01569	hartree
SMILES	O=[N+]([O-])c1ccccc1.O=[N+]([O-])c1ccccc1.O=[N+]([O-])c1ccccc1.O=[N+]([O-])c1ccccc1.O=S1(=O)CCCC1.CCCCCC.CCCCCC.CCCCCC.CCCCCC.CCCCCC

=====

| no. | molecular weight (g mol⁻¹) |
| --- | --- |
| 1 | 1045.449 |
| 2 | 1043.507 |